Record 1
DFT (ωB97M-V/def2-TZVPD) results for C37H65BClN2NiO8P2S2 as an isolated structure in a non-equilibrium geometry.

XYZ file:
```
119
Properties=species:S:1:pos:R:3
Ni -0.2605 1.4347 -0.7707
C -3.1408 -3.7175 0.2143
C -1.6474 -3.8640 0.5552
C -1.4269 -5.2065 1.2480
C -0.8804 -3.8911 -0.7667
P -1.2252 -2.2924 1.5364
C 0.5564 -2.0138 1.0330
N 1.0437 -0.7019 1.4227
B 0.5585 0.6027 0.9868
N 1.1330 1.4999 1.9723
C 0.8121 2.8924 2.1488
P -0.3522 3.4095 0.8127
C 0.1603 5.2207 0.6831
C -0.7928 5.9663 -0.2560
C 1.5801 5.2279 0.0796
C 0.2522 5.9858 2.0117
C -2.0659 3.2519 1.5678
C -2.3972 4.2119 2.7084
C -3.0830 3.4230 0.4309
C -2.2040 1.8161 2.1046
C 2.0190 0.8277 2.7923
C 2.8601 1.2901 3.7860
C 3.7060 0.3748 4.4161
C 3.6920 -0.9646 4.0517
C 2.8315 -1.4348 3.0567
C 1.9902 -0.5329 2.4258
C -1.1368 -2.7330 3.3613
C -0.1411 -3.7959 3.8340
C -0.8208 -1.4132 4.0884
C -2.5610 -3.1305 3.7738
H -3.4592 -4.5465 -0.4267
H -3.7600 -3.7240 1.1152
H -3.3301 -2.7793 -0.3133
H -1.7447 -6.0035 0.5669
H -0.3755 -5.3769 1.4854
H -2.0080 -5.3118 2.1636
H -1.3271 -4.6549 -1.4120
H -0.9299 -2.9430 -1.2934
H 0.1724 -4.1400 -0.6311
H 1.2056 -2.7829 1.4575
H 0.6107 -2.0977 -0.0482
H 0.3775 3.0721 3.1404
H 1.7108 3.5099 2.0747
H -0.9818 5.4189 -1.1801
H -1.7462 6.1685 0.2349
H -0.3459 6.9282 -0.5218
H 1.7099 4.5287 -0.7426
H 1.7873 6.2299 -0.3032
H 2.3317 5.0077 0.8397
H -0.7181 6.2479 2.4215
H 0.8129 5.4459 2.7748
H 0.7891 6.9207 1.8220
H -2.5892 5.2209 2.3453
H -3.3086 3.8657 3.2050
H -1.6123 4.2591 3.4647
H -3.1077 4.4419 0.0465
H -2.8803 2.7533 -0.4094
H -4.0792 3.1803 0.8128
H -1.5338 1.6293 2.9482
H -3.2320 1.6857 2.4547
H -2.0143 1.0485 1.3508
H 2.8682 2.3368 4.0626
H 4.3808 0.7152 5.1903
H 4.3570 -1.6612 4.5461
H 2.8299 -2.4843 2.7935
H 0.8252 -3.7081 3.3358
H 0.0416 -3.6710 4.9062
H -0.5075 -4.8089 3.6809
H 0.2365 -1.1657 4.0453
H -1.3830 -0.5718 3.6746
H -1.0924 -1.5190 5.1436
H -2.8738 -4.0802 3.3369
H -2.6169 -3.2297 4.8626
H -3.2801 -2.3691 3.4658
C 5.0861 0.8498 0.6096
C 3.9242 0.9285 -0.3730
C 3.5855 -0.4391 -0.9541
S 2.0437 -0.4207 -1.8695
O 1.6765 -1.8665 -2.1063
C 2.6333 0.2482 -3.4526
C 3.2908 -0.8171 -4.3345
C 2.6410 -0.8899 -5.7126
H 5.3040 1.8289 1.0379
H 5.9947 0.4860 0.1229
H 4.8492 0.1753 1.4352
H 4.1539 1.6298 -1.1795
H 3.0429 1.3281 0.1337
H 3.3962 -1.1620 -0.1566
H 4.3743 -0.8320 -1.6011
H 3.2939 1.0776 -3.2018
H 1.7394 0.6817 -3.9118
H 3.1939 -1.7897 -3.8472
H 4.3579 -0.6063 -4.4358
H 1.5738 -1.0950 -5.6168
H 3.0859 -1.6802 -6.3196
H 2.7429 0.0529 -6.2526
O 0.6184 2.8126 -4.2552
Cl 0.5332 3.4527 -2.9786
O -0.8365 3.4782 -2.4954
O 1.0801 4.7820 -3.0275
O 1.3104 2.6510 -1.9848
C -3.4026 -4.7953 -5.5680
C -3.0262 -3.5816 -4.7606
C -1.6941 -3.2757 -4.5058
C -1.3426 -2.1687 -3.7474
C -2.3436 -1.3535 -3.2400
C -3.6802 -1.6313 -3.4890
C -4.0123 -2.7440 -4.2441
S -1.9188 0.0332 -2.2410
O -3.0102 0.9748 -2.3275
O -0.6284 0.5240 -2.7694
O -1.6749 -0.4415 -0.8729
H -2.5263 -5.2488 -6.0297
H -4.1089 -4.5399 -6.3593
H -3.8770 -5.5505 -4.9377
H -0.9146 -3.9167 -4.9017
H -0.3034 -1.9471 -3.5311
H -4.4389 -0.9679 -3.0993
H -5.0554 -2.9633 -4.4433
```

**LUMO level (spin up / spin down)**: 2.44 / 2.44 eV
**Net charge**: -1
**Frontier orbital gap (spin up / spin down)**: 0.2494 / 0.2857 hartree
**<S²>**: 2.0086
**Spin multiplicity**: 3

Mulliken population analysis, charges in e, atoms 1 to 99: 1.929 -1.834 2.822 -2.113 -2.644 0.069 -0.662 1.105 1.444 0.388 -1.948 0.367 2.259 -1.881 -1.645 -1.888 2.509 -1.953 -1.968 -2.336 0.477 -0.610 -0.894 -1.154 -0.505 -0.374 2.276 -1.704 -1.996 -1.972 0.503 0.354 0.177 0.510 0.334 0.371 0.648 0.305 0.356 0.555 -0.509 0.481 0.771 0.261 0.335 0.521 -0.004 0.579 0.355 0.338 0.196 0.580 0.358 0.479 0.300 0.273 0.238 0.514 0.228 0.956 -0.054 0.515 0.375 0.378 0.432 0.162 0.472 0.408 0.235 0.188 0.693 0.336 0.526 0.360 -1.639 0.859 -1.194 1.074 -0.814 -1.025 -0.235 -1.403 0.369 0.424 0.192 0.552 -0.534 0.094 0.750 0.638 0.197 0.214 0.333 0.254 0.423 0.341 -0.702 1.925 -0.660

=====

Record 2
DFT (ωB97M-V/def2-TZVPD) results for a 2-piece molecular cluster, C4H10OS overall in a non-equilibrium geometry.

XYZ file:
```
16
Properties=species:S:1:pos:R:3
C 1.2364 3.3477 -2.6286
C 1.7443 3.8292 -1.2323
S 0.4527 3.3476 -0.0929
H 0.2566 3.6945 -2.8395
H 1.2623 2.2973 -2.9492
H 1.8795 3.8897 -3.4819
H 2.6796 3.2492 -0.8908
H 1.8062 4.8796 -0.9929
H -0.6225 3.9519 -0.6252
C -0.6233 -4.6245 2.3601
C -1.9127 -4.6518 2.5837
O -2.7325 -5.0141 1.6597
H 0.1335 -4.6576 3.1734
H -0.2644 -4.3992 1.4114
H -2.3126 -4.7583 3.6183
H -2.9829 -4.3812 0.9266
```

**LUMO level (spin up / spin down)**: 2.19 / 3.12 eV
**Net charge**: -1
**Frontier orbital gap (spin up / spin down)**: 0.0403 / 0.3373 hartree
**<S²>**: 0.7514
**Spin multiplicity**: 2

From a Mulliken analysis of the wavefunction, the atomic charges in e read: -1.051 -0.413 -0.615 0.363 0.341 0.215 0.259 0.219 0.144 -0.673 -0.761 -0.212 0.257 0.359 0.178 0.390

=====

Record 3
DFT (ωB97M-V/def2-TZVPD) results for a 4-piece molecular cluster, C18H24F4IN6 overall in a non-equilibrium geometry.

XYZ file:
```
53
Properties=species:S:1:pos:R:3
F -2.6468 0.3561 -0.5222
C -1.4655 -0.5398 -0.4253
F -1.8276 -1.9842 -0.2023
C -0.5058 -0.4953 -1.7870
F -0.9135 -1.6702 -2.6440
F -0.8026 0.8079 -2.4864
N 0.9286 -0.6061 -1.3079
C 2.0480 -0.6339 -2.1125
N 2.5576 -1.9656 -2.6460
C 4.0164 -2.1712 -2.2927
C 4.7566 -0.8749 -1.6166
I 4.7390 -1.0521 0.6013
C 4.2447 0.5845 -2.1583
N 2.7561 0.6983 -2.3980
H -0.8558 -0.2090 0.5429
H 1.1033 -0.7266 -0.2653
H 2.0429 -2.7201 -2.1001
H 4.1839 -3.0918 -1.5514
H 4.6182 -2.4717 -3.2773
H 5.9109 -0.9530 -1.9104
H 4.5676 1.3784 -1.3270
H 4.8034 0.9056 -3.1608
H 2.4057 1.3260 -1.6127
N 6.5077 -3.0649 2.9807
C 6.5153 -4.4354 2.9800
C 7.0106 -4.8589 4.1931
C 7.3066 -3.7030 4.9544
C 6.9837 -2.6094 4.1827
H 6.1985 -2.4809 2.2145
H 6.1701 -4.9906 2.1182
H 7.1431 -5.8891 4.4974
H 7.7111 -3.6718 5.9579
H 7.0529 -1.5489 4.3849
N -5.3045 2.9946 3.1148
C -4.4623 3.1538 2.0452
C -4.4998 1.9977 1.2981
C -5.4009 1.1122 1.9364
C -5.8853 1.7545 3.0538
H -5.4720 3.6844 3.8356
H -3.9087 4.0731 1.9086
H -3.9397 1.8125 0.3908
H -5.6681 0.1138 1.6151
H -6.5907 1.4357 3.8096
N -5.4369 2.5261 -2.4677
C -6.2293 2.7746 -1.3773
C -7.3060 3.5242 -1.7956
C -7.1610 3.7301 -3.1884
C -5.9999 3.1005 -3.5776
H -4.5726 2.0004 -2.4555
H -5.9591 2.3991 -0.3995
H -8.1098 3.8829 -1.1659
H -7.8316 4.2780 -3.8376
H -5.5267 3.0134 -4.5466
```

**LUMO level**: -6.34 eV
**Net charge**: +1
**Frontier orbital gap**: 0.1093 hartree
**Spin multiplicity**: 1

From a Mulliken analysis of the wavefunction, the atomic charges in e read: -0.186 0.032 -0.252 0.783 -0.266 -0.269 -0.091 -0.087 -0.175 -0.527 -0.542 0.206 -0.563 -0.164 0.246 0.300 0.386 0.320 0.331 0.503 0.339 0.333 0.395 0.117 -0.364 -0.471 -0.462 -0.362 0.042 0.332 0.376 0.378 0.337 0.031 -0.861 -0.161 -0.406 -0.600 0.200 0.380 0.662 0.370 0.415 0.091 0.052 -0.649 -0.401 -0.495 0.151 0.112 0.388 0.385 0.362

=====

Record 4
DFT (ωB97M-V/def2-TZVPD) results for an isolated ion of composition C5H7N2 and charge +1 in a non-equilibrium geometry.

XYZ file:
```
14
Properties=species:S:1:pos:R:3
C 0.4912 -0.0790 -1.3858
C -0.7851 -0.1428 -0.6891
C -1.0256 0.1085 0.6591
C -0.1415 0.1525 1.7138
C 1.0838 -0.4551 1.7886
N 1.2151 -1.3774 0.8742
N 0.9810 -1.9774 -0.0354
H 1.4581 0.1934 -1.0669
H 0.3267 0.3541 -2.3324
H 0.7053 -1.1444 -1.6773
H -1.6174 -0.5263 -1.2725
H -2.0309 0.3635 0.8799
H -0.4799 0.6194 2.7207
H 1.6433 -0.3173 2.7031
```

**LUMO level**: -5.90 eV
**Net charge**: +1
**Frontier orbital gap**: 0.3164 hartree
**SMILES string**: C/C=C\C=C/[N+]#N
**Spin multiplicity**: 1

From a Mulliken analysis of the wavefunction, the atomic charges in e read: -1.306 -0.116 -0.152 -0.001 -0.244 0.611 -0.506 0.442 0.390 0.479 0.357 0.375 0.298 0.375

=====

Record 5
DFT (ωB97M-V/def2-TZVPD) results for C29H30IMnN9OS as an isolated structure in a non-equilibrium geometry.

XYZ file:
```
72
Properties=species:S:1:pos:R:3
Mn -0.6467 -0.3775 -0.2150
C 3.4325 -0.9295 -3.5633
C 3.1348 0.3336 -3.0802
C 2.4439 0.4852 -1.8925
C 2.0297 -0.6354 -1.1667
C 2.3548 -1.9048 -1.6504
C 3.0396 -2.0434 -2.8431
N 1.2705 -0.4644 0.0033
C 1.8189 -0.7519 1.2101
C 3.0079 -1.4754 1.4362
C 3.5124 -1.6214 2.7121
C 2.8605 -1.1092 3.8227
C 1.6780 -0.4008 3.6469
C 1.2030 -0.2078 2.3668
N -0.9505 0.1450 1.4967
N -1.7430 -0.7697 1.9709
C -2.7355 -1.0149 1.1066
C -3.9279 -1.6395 1.5355
C -4.9632 -1.7803 0.6493
C -4.8046 -1.3103 -0.6605
C -3.6159 -0.7082 -1.0127
N -2.5990 -0.5592 -0.1670
H 3.9705 -1.0458 -4.4923
H 3.4375 1.2099 -3.6349
H 2.2006 1.4747 -1.5264
H 2.0265 -2.7810 -1.1076
H 3.2587 -3.0328 -3.2158
H 3.5382 -1.9016 0.5975
H 4.4365 -2.1630 2.8495
H 3.2616 -1.2554 4.8141
H 1.1114 -0.3221 5.7038
H -3.9936 -1.9755 2.5561
H -5.8893 -2.2464 0.9559
H -5.5952 -1.4120 -1.3861
H -3.4590 -0.3292 -2.0176
C -0.6856 3.8724 -4.3295
C -1.9834 3.2067 -3.8818
N -1.8331 1.7815 -3.6855
C -1.2213 1.3018 -2.5787
S -0.7939 -0.4019 -2.5761
N -1.0000 2.0801 -1.5728
N -0.5481 1.5329 -0.4331
C -0.0393 2.3958 0.4769
C 0.0714 3.8413 0.0726
C 0.3358 1.9895 1.7790
C 0.8789 2.8589 2.7211
C 1.2432 2.6915 4.0798
C 1.2662 1.6595 4.9598
C 0.9038 0.2164 4.7771
N 0.0750 0.6420 2.1798
H -0.8150 4.9485 -4.3846
H -0.3879 3.5086 -5.3094
H 0.0989 3.6428 -3.6144
H -2.7655 3.3637 -4.6268
H -2.3054 3.6279 -2.9271
H -1.7777 1.1886 -4.4996
H -0.0488 3.9092 -1.0039
H 1.0277 4.2703 0.3597
H -0.7253 4.4213 0.5373
H 1.0380 3.8661 2.3675
H 1.5637 3.6313 4.5182
H 1.6185 1.9048 5.9503
H -0.1646 0.1215 4.5619
N 0.4223 -4.1636 0.7190
C -0.5402 -3.5578 -0.0357
O -0.6293 -2.3147 -0.0474
C -1.4564 -4.4185 -0.7657
I -3.1265 -5.1017 0.7202
H 0.9307 -3.5862 1.3724
H 0.3279 -5.1379 0.9511
H -1.0479 -5.3660 -1.0934
H -2.0143 -3.9053 -1.5386
```

**LUMO level (spin up / spin down)**: -1.24 / -1.29 eV
**Frontier orbital gap (spin up / spin down)**: 0.1887 / 0.2001 hartree
**<S²>**: 8.8225
**Spin multiplicity**: 6

From a Mulliken analysis of the wavefunction, the atomic charges in e read: -0.842 -0.629 -0.851 0.054 -1.072 0.441 -0.977 1.257 0.256 -1.019 -1.032 -0.945 0.584 0.394 1.208 -1.417 0.659 -1.134 -0.247 -0.819 -0.053 0.577 0.396 0.424 0.420 0.490 0.406 0.498 0.396 0.467 0.520 0.556 0.439 0.462 0.331 -1.067 -0.414 -0.198 0.495 -0.688 -1.685 1.895 1.674 -1.959 -0.051 -0.496 -0.616 -0.637 -0.900 0.242 0.315 0.347 0.244 0.413 0.256 0.282 0.290 0.496 0.385 0.306 0.294 0.349 0.163 -0.233 0.666 -0.232 -1.649 0.038 0.181 0.273 0.608 0.415